Entry 1:
17
Properties=species:S:1:pos:R:3:forces:R:3:lowdin_charge:R:1 method="wB97M-V/def2-TZVPD" gap_ev="8.3 / 8.3" lumo_energy_ev="-0.680 / -0.680" de_lowest_ev=1.4877 multiplicity=1 homo_energy_ha="-0.3308 / -0.3309" smiles="[O-]/[N+](Oc1ccccc1)=C(/Cl)Br"
C -2.47969 -0.06594 1.01755 0.65 -1.01 -1.33 -0.095
C -1.64753 -1.20130 0.74666 0.32 1.94 0.68 -0.071
C -2.07619 1.14935 0.54931 -1.09 1.72 -1.03 -0.106
C -0.45362 -1.03070 0.04241 0.77 0.28 -1.83 -0.069
C -0.90422 1.35601 -0.21454 1.81 1.17 1.02 -0.040
C -0.02831 0.30235 -0.41635 -0.63 -1.85 -0.34 -0.240
C 3.09542 -0.13191 -0.18886 -0.97 -1.77 0.58 -1.052
N 2.52486 0.16944 -1.31726 2.03 -0.16 -1.63 -0.372
O 3.21625 0.16728 -2.40902 -3.19 0.15 1.93 -0.038
O 1.22697 0.67441 -1.23171 -2.05 0.97 -1.32 -0.063
Cl 2.02911 0.06162 1.11022 1.39 0.00 2.42 0.790
Br 4.16702 -1.69788 -0.20647 0.32 0.75 0.14 0.749
H -3.51999 -0.18036 1.29386 0.25 -0.15 0.78 0.104
H -1.88667 -2.07876 1.32720 0.04 -0.67 -0.77 0.101
H -2.79748 2.02235 0.62245 1.13 -1.08 0.08 0.128
H 0.08459 -1.93464 -0.36358 -0.25 1.11 1.00 0.131
H -0.55052 2.41868 -0.36189 -0.56 -1.41 -0.35 0.143

=====

Entry 2:
48
Properties=species:S:1:pos:R:3:forces:R:3:lowdin_charge:R:1 method="wB97M-V/def2-TZVPD" gap_ev=9.8 lumo_energy_ev=0.378 de_lowest_ev=0.0415 multiplicity=1 homo_energy_ha=-0.3445 smiles="CCCCCCCO[C@]1(c2ccccc2)OC(=O)c2ccccc21"
C -2.74270 -1.39396 1.59854 0.07 0.24 0.05 -0.109
C -2.70042 0.10985 1.35459 -0.20 -0.29 -0.18 -0.261
C -3.65250 0.52076 0.23137 0.11 0.25 0.28 -0.218
C -3.60978 2.01993 -0.09360 -0.12 -0.15 -0.31 -0.207
C -2.73761 2.41246 -1.28966 0.08 0.10 0.26 -0.203
C -1.22930 2.22954 -1.08994 0.06 -0.15 -0.14 -0.161
C -0.72054 0.88100 -1.59983 -0.25 0.21 0.06 -0.173
H -1.18446 0.05025 -1.06251 -0.06 -0.03 -0.06 0.110
H -0.94277 0.78348 -2.66742 -0.09 -0.05 0.14 0.135
O 0.70029 0.77438 -1.51484 0.36 -0.03 0.24 -0.026
C 1.20548 0.22609 -0.34120 0.33 -0.26 -0.29 -0.387
C 2.71358 0.35263 -0.35092 0.05 0.57 0.46 -0.057
C 3.65029 -0.17541 -1.21259 -0.03 0.03 0.02 0.012
C 4.98541 0.11119 -0.96239 -0.08 -0.08 -0.12 -0.057
C 5.36717 0.89737 0.11777 0.06 0.08 0.11 -0.067
C 4.42271 1.42656 0.98190 -0.19 0.01 0.05 0.011
C 3.09204 1.14151 0.72865 -0.04 -0.40 -0.58 -0.064
C 1.86557 1.55268 1.44376 0.40 0.34 0.44 -0.405
O 1.74561 2.22874 2.42501 -0.05 -0.11 -0.18 0.150
O 0.80753 1.00174 0.80106 -0.35 -0.18 -0.05 0.082
H 4.69868 2.04073 1.82441 0.05 0.07 0.09 0.123
H 6.41502 1.09850 0.28273 0.08 0.01 0.01 0.105
H 5.74307 -0.28551 -1.62166 0.07 -0.03 -0.05 0.106
H 3.35453 -0.78443 -2.05167 -0.01 -0.10 -0.11 0.121
C 0.82273 -1.23174 -0.13176 -0.26 0.18 0.02 -0.128
C 0.74962 -1.77264 1.14365 0.00 0.05 -0.07 -0.013
C 0.45447 -3.11461 1.30738 0.06 -0.04 0.06 -0.078
C 0.23572 -3.92073 0.20361 -0.02 -0.08 0.03 -0.084
C 0.31678 -3.38291 -1.06984 0.01 -0.06 -0.07 -0.070
C 0.61531 -2.04325 -1.23941 0.01 0.09 0.04 -0.024
H 0.68107 -1.61474 -2.22848 -0.02 0.03 -0.10 0.123
H 0.14851 -4.00754 -1.93458 -0.02 -0.06 -0.07 0.104
H 0.00258 -4.96679 0.33517 -0.02 -0.08 0.01 0.103
H 0.39414 -3.53044 2.30188 -0.02 -0.04 0.09 0.107
H 0.91182 -1.14394 2.00616 -0.01 0.06 0.08 0.127
H -0.68933 3.00385 -1.63973 0.05 -0.01 0.04 0.118
H -0.97906 2.34107 -0.03520 0.04 0.05 -0.03 0.106
H -2.92824 3.46872 -1.49310 -0.01 -0.04 -0.11 0.106
H -3.05871 1.85140 -2.17088 -0.09 0.03 -0.11 0.110
H -4.62509 2.35872 -0.31490 0.01 0.06 0.07 0.104
H -3.27225 2.56870 0.78770 -0.03 0.09 0.06 0.112
H -4.66637 0.25301 0.54057 0.00 -0.09 -0.05 0.109
H -3.43354 -0.05615 -0.66984 -0.04 -0.10 -0.07 0.106
H -2.99032 0.63028 2.27042 0.06 0.10 0.00 0.114
H -1.67849 0.40750 1.12118 0.08 0.11 0.04 0.082
H -2.08821 -1.66615 2.42288 0.04 -0.12 0.07 0.065
H -3.75418 -1.71391 1.84202 -0.11 -0.08 0.03 0.072
H -2.41585 -1.93779 0.71358 0.04 -0.11 -0.08 0.067

=====

Entry 3:
25
Properties=species:S:1:pos:R:3:forces:R:3:mulliken_spin:R:1 method="wB97M-V/def2-TZVPD" gap_ev="3.8 / 5.0" lumo_energy_ev="3.043 / 1.161" de_lowest_ev=0.0000 charge=-1 multiplicity=5 homo_energy_ha="-0.0294 / -0.1425" s_squared=6.0406
C 2.71555 1.10387 1.06946 1.21 2.73 -0.41 0.065
C 1.42691 1.77439 1.17045 0.49 1.30 1.65 0.097
C 1.04215 2.29170 -0.11813 0.90 0.64 -0.07 0.074
H 0.87811 1.91612 2.11136 0.19 -0.16 -0.65 0.020
C 2.11055 1.96545 -1.05443 0.59 0.64 0.20 0.085
C 3.14206 1.23084 -0.34206 1.16 1.29 0.97 0.080
H 4.09231 0.87558 -0.74017 -0.42 0.13 0.05 0.011
H 3.28357 0.63126 1.85833 -0.25 0.07 -0.15 -0.008
H 0.15246 2.87074 -0.32494 0.04 -0.23 -0.05 0.023
H 2.16954 2.19128 -2.11469 -0.23 0.00 0.27 0.023
Ir 1.40327 0.18857 -0.14906 -4.33 -4.56 -2.56 1.498
Cl 2.22137 -1.67507 0.98836 0.31 -1.86 0.74 0.181
C -2.16293 -2.03229 0.44749 -0.67 0.85 2.61 0.128
C -2.29412 -1.38128 -0.82016 -1.27 1.16 -0.19 0.401
C -2.83245 -0.07583 -0.58710 0.05 -0.01 0.85 -0.071
H -2.11012 -1.84194 -1.79138 -0.05 0.19 0.42 0.003
C -2.96238 0.10353 0.82482 -0.12 0.03 -2.03 0.361
C -2.55620 -1.11479 1.46354 0.82 -2.33 -1.26 0.120
H -2.58313 -1.32147 2.53425 0.10 0.10 -0.40 -0.001
H -1.85753 -3.06932 0.58921 0.08 0.48 0.01 0.004
H -3.11957 0.63796 -1.36130 0.26 -0.21 0.35 -0.003
H -3.35470 0.98998 1.32867 0.19 -0.31 -0.22 0.012
O 0.29502 -2.92232 -2.37866 -0.16 0.86 -0.02 0.251
N 0.81462 -2.09415 -1.61574 0.46 -1.58 -0.40 0.432
O 0.08562 -1.24281 -0.98810 0.63 0.78 0.30 0.214

=====

Entry 4:
77
Properties=species:S:1:pos:R:3:forces:R:3:mulliken_spin:R:1 method="wB97M-V/def2-TZVPD" gap_ev="7.3 / 6.5" lumo_energy_ev="2.334 / 1.458" de_lowest_ev=0.0000 charge=-1 multiplicity=2 homo_energy_ha="-0.1812 / -0.1849" s_squared=0.7547
Pb 0.87696 -1.51432 -0.15596 0.07 -0.01 0.00 -0.101
C 0.34583 -1.68552 -3.91835 0.00 -0.01 0.01 -0.002
N 0.41573 -0.55206 -3.02285 -0.02 0.04 0.01 0.003
C -0.85060 0.13771 -2.86719 0.00 -0.03 -0.02 -0.003
C -1.93191 -0.68181 -2.20356 -0.01 0.01 0.00 0.007
C -3.25270 -0.24675 -2.27387 0.00 0.01 0.01 -0.001
C -4.22800 -0.97080 -1.61663 0.00 -0.01 0.00 0.000
C -3.86543 -2.11594 -0.91869 -0.01 0.01 0.00 0.013
C -2.53079 -2.47345 -0.89745 0.00 0.00 0.00 -0.007
N -1.58233 -1.77329 -1.52346 0.01 0.00 0.01 0.004
C 1.47791 0.38303 -3.40882 0.00 0.00 0.01 0.001
C 2.00999 1.14915 -2.22281 0.04 -0.01 -0.01 -0.001
C 1.50006 2.38026 -1.84524 -0.03 -0.03 0.03 -0.002
C 1.97282 2.96969 -0.67908 -0.02 0.02 0.00 0.001
C 2.95974 2.32350 0.03995 0.03 -0.01 0.00 -0.001
C 3.42963 1.10204 -0.42949 -0.02 0.01 -0.01 0.000
N 2.96787 0.51912 -1.52954 0.00 0.02 -0.03 -0.003
C 1.42246 -2.71574 -3.65171 0.04 0.04 -0.03 -0.003
C 1.85206 -3.55009 -4.67898 0.01 0.03 -0.01 0.000
C 2.79524 -4.52394 -4.40607 0.00 -0.01 -0.02 0.001
C 3.28854 -4.63433 -3.11653 0.02 0.00 0.01 0.003
C 2.80763 -3.76276 -2.15488 0.01 0.02 0.01 0.000
N 1.89875 -2.82343 -2.41354 -0.08 -0.08 0.00 0.006
H 0.39802 -1.37705 -4.97612 -0.01 -0.02 -0.01 0.000
H -0.61707 -2.18117 -3.78083 0.00 0.01 0.02 -0.001
H -1.23569 0.51321 -3.83090 0.00 0.01 0.00 0.000
H -0.69014 1.02058 -2.24548 -0.01 0.01 0.02 0.003
H -3.48709 0.67013 -2.79822 0.00 0.00 0.00 0.000
H -5.25806 -0.63849 -1.63553 0.00 0.00 0.00 0.000
H -4.59599 -2.70885 -0.38562 0.00 0.00 0.00 0.000
H -2.18563 -3.34000 -0.34281 0.00 0.00 0.00 -0.011
H 1.11361 1.07033 -4.18899 0.02 0.01 -0.01 0.000
H 2.30772 -0.19325 -3.81893 -0.02 -0.03 0.01 0.000
H 0.70494 2.85002 -2.41111 0.03 0.02 0.00 0.000
H 1.54059 3.90004 -0.33449 0.00 0.00 -0.01 0.000
H 3.34349 2.73294 0.96540 -0.01 0.00 0.00 0.000
H 4.18565 0.54653 0.11571 0.01 0.01 0.01 0.002
H 1.44753 -3.42641 -5.67584 0.00 0.00 0.00 0.000
H 3.14330 -5.18521 -5.18994 0.00 0.00 0.00 0.000
H 4.02691 -5.37853 -2.85260 0.00 0.00 0.00 0.000
H 3.15025 -3.81676 -1.12852 -0.01 -0.01 0.00 -0.008
S 3.42271 -2.27422 1.30461 -0.04 0.02 0.02 0.084
C 2.87858 -0.99371 2.29847 -0.03 -0.01 -0.03 -0.014
N 1.85292 -0.23492 2.02229 0.02 0.01 0.01 0.022
C 1.65756 0.76623 2.95360 0.02 -0.01 -0.01 -0.004
C 0.68434 1.76133 2.86955 -0.01 0.01 0.01 0.003
C 0.60285 2.69888 3.88272 0.00 -0.01 -0.01 -0.002
C 1.48217 2.66167 4.96821 0.01 0.00 0.00 0.003
C 2.47074 1.69360 5.04780 0.00 0.00 0.00 -0.002
C 2.55575 0.75080 4.03067 0.00 0.00 0.00 0.002
S 3.68517 -0.55649 3.80851 0.00 0.00 -0.01 0.009
H 0.02086 1.80332 2.01364 0.00 -0.01 0.00 -0.001
H -0.15372 3.47117 3.82633 0.00 0.00 0.00 0.000
H 1.39748 3.40304 5.75265 0.00 0.00 0.00 0.000
H 3.16216 1.67608 5.88087 0.00 0.00 0.00 0.000
F -1.01828 2.24487 -0.28247 -0.07 -0.04 0.02 0.000
P -2.13923 3.40052 -0.57256 0.01 0.04 -0.06 0.000
F -2.25586 3.66662 1.01559 0.01 0.01 0.01 0.000
F -3.30887 2.27057 -0.46405 0.02 -0.01 0.01 0.000
F -2.00783 3.08297 -2.16658 0.00 -0.01 0.01 0.000
F -0.95533 4.49405 -0.69187 -0.01 0.00 0.00 0.000
F -3.24350 4.52676 -0.87533 0.01 -0.02 0.01 0.000
F -2.51947 2.09711 5.24487 0.00 0.00 0.00 0.000
C -3.24032 1.04331 4.82214 -0.01 0.00 0.00 0.000
F -4.45028 1.51113 4.47248 0.00 0.00 0.00 0.000
F -3.42152 0.24345 5.89250 0.00 0.00 0.01 0.000
C -2.56189 0.32085 3.69199 0.00 0.00 0.01 0.000
C -2.79999 0.69590 2.38274 0.01 0.00 -0.01 0.001
C -2.10299 0.02857 1.38547 0.01 0.01 0.00 0.002
N -1.21898 -0.93304 1.63474 -0.03 -0.04 0.00 -0.018
C -1.00485 -1.29227 2.90043 -0.01 0.04 0.00 0.005
C -1.65561 -0.69302 3.96469 0.02 -0.01 0.00 0.005
H -3.47727 1.49661 2.12147 0.00 -0.01 0.00 0.000
H -2.25100 0.30667 0.35137 -0.01 0.00 0.00 0.001
H -0.28141 -2.08638 3.04985 0.00 -0.01 0.00 -0.007
H -1.44961 -1.00476 4.97889 0.00 0.00 0.00 0.000
Se 0.57272 -4.04563 0.89335 0.00 0.01 0.00 1.012

=====

Entry 5:
48
Properties=species:S:1:pos:R:3:forces:R:3:lowdin_charge:R:1 method="wB97M-V/def2-TZVPD" gap_ev=9.9 lumo_energy_ev=0.392 de_lowest_ev=2.2586 multiplicity=1 homo_energy_ha=-0.3495 smiles="C#CCOC(=O)CNC(=O)[C@H](CCCOC)NC(=O)c1cnc(C)cn1"
C -5.28025 -2.59515 -3.15402 -0.01 0.00 0.01 0.136
C -5.34098 -1.43977 -3.45856 0.01 0.00 -0.01 -0.093
C -5.42161 -0.03156 -3.83434 -0.02 -0.01 0.00 -0.166
O -4.99284 0.83114 -2.76549 0.03 0.00 0.00 0.011
C -3.66352 0.95284 -2.62199 0.00 0.00 -0.02 -0.464
O -2.85212 0.43932 -3.34303 -0.01 0.01 0.01 0.129
C -3.33343 1.85352 -1.45086 0.00 0.00 0.02 -0.065
N -1.91456 1.91348 -1.22313 0.03 -0.05 0.01 0.085
C -1.34528 1.21258 -0.20329 -0.02 0.06 -0.02 -0.427
O -1.98279 0.74635 0.72298 -0.01 -0.01 0.01 0.078
C 0.16047 1.02351 -0.31363 -0.01 0.00 0.00 -0.227
C 0.43588 -0.16639 -1.24363 0.02 -0.01 -0.01 -0.124
C 1.92244 -0.40805 -1.46769 0.00 -0.01 0.00 -0.165
C 2.17259 -1.58791 -2.38199 0.00 0.00 0.00 -0.250
O 1.67390 -2.75853 -1.76712 0.00 0.00 0.00 -0.190
C 1.84927 -3.89714 -2.57455 0.00 -0.01 0.00 -0.117
N 0.66907 0.81925 1.02236 0.04 -0.07 -0.03 0.116
C 1.84417 1.35706 1.43411 -0.07 0.13 0.05 -0.431
O 2.59948 1.94568 0.68784 0.00 0.00 -0.01 0.076
C 2.14912 1.19426 2.90735 0.03 -0.15 -0.03 -0.170
C 1.17902 0.92154 3.86560 -0.02 0.08 0.01 -0.061
N 1.47240 0.77791 5.15255 0.01 0.00 0.01 0.126
C 2.74984 0.90165 5.50217 -0.01 -0.01 -0.01 -0.315
C 3.09789 0.73087 6.94816 0.00 0.00 0.00 -0.037
C 3.71662 1.18132 4.53531 0.01 0.00 -0.01 -0.071
N 3.42568 1.32723 3.25438 0.00 -0.01 0.01 0.154
H -5.22203 -3.62089 -2.88042 0.00 0.00 0.00 0.032
H -4.81766 0.15587 -4.72118 0.01 0.01 0.00 0.128
H -6.45295 0.25255 -4.02899 0.00 0.00 0.00 0.131
H -3.75150 2.84272 -1.64664 -0.01 0.00 0.00 0.139
H -3.81140 1.46552 -0.55250 0.00 0.00 0.00 0.137
H -1.33340 2.10522 -2.02381 0.00 0.00 0.00 0.145
H 0.63230 1.92383 -0.71398 0.01 0.00 0.01 0.156
H -0.02344 -1.05878 -0.81210 0.00 0.00 0.00 0.132
H -0.06092 0.00916 -2.20397 0.00 0.00 0.00 0.120
H 2.38917 0.48075 -1.89947 0.00 0.00 0.00 0.125
H 2.42285 -0.58915 -0.51469 0.00 0.00 0.00 0.118
H 1.67270 -1.43825 -3.35095 0.00 0.00 0.00 0.125
H 3.24753 -1.69775 -2.57802 0.00 0.00 0.00 0.124
H 1.44609 -4.75048 -2.03336 0.00 0.00 0.00 0.087
H 1.31776 -3.79483 -3.52836 0.00 0.00 0.00 0.088
H 2.91037 -4.07678 -2.78552 0.00 0.00 0.00 0.087
H 0.03580 0.36320 1.65921 0.00 0.00 0.00 0.119
H 0.12808 0.84164 3.61084 0.00 0.00 -0.01 0.115
H 4.16497 0.86137 7.11984 0.00 0.00 0.00 0.073
H 2.55141 1.45602 7.55117 0.00 0.00 0.00 0.083
H 2.80484 -0.26289 7.28729 0.00 0.00 0.00 0.083
H 4.75898 1.28691 4.81614 0.00 0.00 0.00 0.115

=====

Entry 6:
15
Properties=species:S:1:pos:R:3:forces:R:3:lowdin_charge:R:1 method="wB97M-V/def2-TZVPD" gap_ev="8.1 / 8.1" lumo_energy_ev="0.716 / 0.716" de_lowest_ev=4.8455 multiplicity=1 homo_energy_ha="-0.2730 / -0.2729"
C -1.87475 -0.33266 -0.26960 0.24 0.13 0.55 -0.027
C -0.73344 0.60582 0.10671 0.12 0.46 0.82 -0.006
O 0.03134 0.98601 1.73528 -1.34 -0.84 -1.44 -0.018
C 1.15462 0.75379 1.07573 0.16 -1.13 -0.09 -0.123
C 1.07506 -1.08563 0.13717 0.34 0.39 1.01 0.061
C 0.71912 0.28541 -0.21472 -0.16 0.25 -0.27 -0.674
O 1.18155 0.85516 -1.39660 0.11 -0.11 -0.65 0.038
H -1.63215 -1.39378 -0.17346 0.01 0.24 0.19 0.069
H -2.77934 -0.09477 0.29142 0.06 -0.08 0.09 0.083
H -2.14859 -0.17884 -1.33420 0.47 0.27 0.46 0.105
H -0.98724 1.64178 -0.06450 0.12 0.12 -0.17 0.137
H 2.15164 1.04337 1.43003 -0.51 -0.29 -0.02 0.147
H 2.11054 -1.39291 0.15211 0.08 0.14 -0.14 0.054
H 0.34332 -1.81406 0.48192 0.18 0.37 -0.04 0.057
H 1.37460 0.09327 -1.95451 0.13 0.07 -0.29 0.098

=====

Number 1: maximum force 3.73 eV/A. Number 2: maximum force 0.73 eV/A. Number 3: maximum force 6.79 eV/A. Number 4: maximum force 0.11 eV/A. Number 5: maximum force 0.16 eV/A. Number 6: maximum force 2.14 eV/A.